Entry from the OMol25 dataset: a cluster of 2 separate species, CH4O3S2 in total (ωB97M-V/def2-TZVPD).

ORCA input file:
```
! RIJCOSX wB97M-V def2-TZVPD def2/J DEFGRID3
* xyz 0 1
H -0.8639 0.3637 1.4661
O 3.2151 -0.4194 0.7183
H 3.3439 -1.1821 -1.3488
O 2.9325 2.2138 0.3517
C -1.1071 0.4096 0.4255
H -0.8270 -0.3879 -0.2289
S 2.2062 1.0296 -0.0178
O 2.2704 0.6531 -1.4251
S 3.2403 -1.7414 -0.1114
H -1.6929 1.2236 0.0526
*
```

Output
LUMO energy (alpha / beta): -3.22 / -0.15 eV
HOMO level (alpha / beta): -8.9 / -10.1 eV
Strongest force on any atom: 2.18 eV/A
Energy relative to the best compared isomer or geometry (same formula, charge and spin): 2.767 eV